A cluster of 2 separate species, C20H25BrF10N4O7 in total. Source: OMol25; level of theory: wB97M-V/def2-TZVPD.

Structure (XYZ):
```
67
Properties=species:S:1:pos:R:3:nbo_charge:R:1
Br 1.689 1.093 -3.043 0.010
F 5.412 -6.175 -2.298 -0.318
F 2.971 -5.700 1.329 -0.327
F 1.797 -5.749 -1.157 -0.313
F 3.167 -7.961 -1.838 -0.316
F 2.187 -3.743 -0.430 -0.327
F 0.958 2.186 1.681 -0.322
F 5.095 -6.469 -4.410 -0.319
F 0.249 3.941 -2.451 -0.329
F 4.863 -8.828 -2.881 -0.321
F 4.358 -6.523 -0.113 -0.319
O -1.919 0.951 -0.089 -0.540
O 1.060 4.303 0.923 -0.525
O 1.549 -1.594 -2.315 -0.537
O -0.884 5.275 -1.013 -0.463
O 3.487 -5.490 -3.253 -0.508
O -1.369 6.250 2.768 -0.559
O -2.861 2.640 -2.317 -0.500
N -4.348 2.428 -0.459 -0.845
N -0.465 2.975 -0.311 -0.592
N -0.101 -0.263 3.152 -0.625
N -4.012 0.441 -3.114 -0.371
C -0.778 0.141 -0.231 0.111
C 3.706 -5.396 0.226 0.517
C -2.455 4.213 1.915 -0.474
C 3.509 -4.505 -2.210 -0.149
C -3.462 1.447 -2.737 0.533
C 0.489 3.187 0.753 0.983
C -0.960 -1.100 0.831 -0.505
C 2.798 -4.876 -0.889 0.597
C 4.474 -6.502 -3.207 0.846
C -2.587 -0.479 2.953 -0.696
C -3.011 2.934 -0.909 0.242
C -1.448 4.833 3.041 -0.060
C -1.772 2.386 0.016 0.421
C -0.421 4.137 -1.186 1.004
C -2.186 2.666 1.581 -0.478
C -0.623 -0.632 -1.671 -0.536
C 0.851 -0.532 -2.282 0.494
C -1.089 -0.609 2.349 0.320
C 3.881 -7.899 -2.983 0.501
C -0.036 6.788 2.960 -0.270
H -2.436 4.925 1.023 0.241
H -1.355 -0.256 -2.463 0.268
H -0.127 -1.883 0.700 0.246
H -2.896 -1.559 3.235 0.236
H -5.074 2.834 -1.092 0.382
H -1.457 2.139 2.317 0.264
H -3.512 4.314 2.383 0.216
H 4.515 -4.109 -2.044 0.208
H -3.332 -0.112 2.144 0.226
H 0.143 7.525 2.081 0.193
H 0.809 6.022 2.904 0.194
H 4.443 -4.642 0.519 0.142
H -0.443 4.291 3.094 0.182
H 3.221 -8.179 -3.807 0.155
H -1.958 4.660 4.070 0.175
H 0.261 0.540 -0.007 0.205
H -0.841 -1.762 -1.541 0.259
H -0.018 7.434 3.910 0.182
H -4.623 2.866 0.449 0.381
H -3.184 2.117 1.802 0.247
H -3.118 4.087 -0.831 0.215
H 0.778 -0.373 2.601 0.329
H -2.626 0.179 3.889 0.239
H 2.951 -3.663 -2.630 0.250
H -1.972 -1.581 0.546 0.230
```

Its HOMO energy is -9.902 eV. As for the SMILES: [H]/N=C(/C)C[C@@H](CC(=O)Br)O[C@](CCCOC)([C@H](N)OC#N)N(C(=O)F)C(=O)F.FC(F)C(F)(F)COC(F)(F)C(F)F. The largest force on an atom comes out at 6.2 eV/A. As for the HOMO-LUMO gap: 9.22 eV. The molecular weight is 703.3 g/mol.